Record 1
C36H25AsCl2MoN4O3 | wB97M-V/def2-TZVPD

molecular weight = 803.39 u
energy above the lowest of the compared OMol25 structures with the same formula, charge and spin = 0.0 kJ/mol
HOMO-LUMO gap = 4.9 eV
HOMO = -19.28 eV
total charge = +4
energy = -137540.9950 eV

Each line ends with the Löwdin charge.
CARTESIAN COORDINATES (ANGSTROEM)
Mo (1.380, -0.360, 0.071)  1.6908
Cl (3.715, 3.416, -5.202)  0.9691
C (3.009, 2.239, -4.270)  -0.5942
C (2.907, 2.404, -2.913)  -0.0032
C (2.333, 1.379, -2.151)  -0.1207
N (2.223, 1.303, -0.829)  0.0027
C (2.768, 2.306, 0.050)  -0.3582
O (2.914, 3.448, -0.251)  0.2036
C (3.099, 1.706, 1.371)  -0.1701
C (3.770, 2.437, 2.321)  0.0746
C (4.086, 1.824, 3.534)  0.0551
C (3.699, 0.510, 3.736)  0.0301
C (3.023, -0.160, 2.729)  -0.0667
N (2.726, 0.410, 1.550)  -0.0547
C (1.819, 0.133, -2.832)  -0.1179
C (1.913, -0.004, -4.228)  -0.0023
C (2.494, 0.999, -4.948)  -0.6032
Cl (2.650, 0.874, -6.599)  0.9550
N (1.375, -0.754, -1.960)  0.0077
C (1.022, -2.106, -2.321)  -0.3576
O (0.511, -2.417, -3.347)  0.2089
C (1.425, -3.028, -1.218)  -0.1684
C (1.419, -4.388, -1.401)  0.0743
C (1.912, -5.198, -0.378)  0.0560
C (2.394, -4.602, 0.775)  0.0309
C (2.352, -3.222, 0.892)  -0.0575
N (1.867, -2.428, -0.077)  -0.0555
H (3.273, 3.306, -2.448)  0.1291
H (4.043, 3.463, 2.109)  0.1526
H (4.621, 2.369, 4.301)  0.1496
H (3.917, -0.002, 4.663)  0.1429
H (2.695, -1.176, 2.879)  0.1022
H (1.535, -0.885, -4.722)  0.1312
H (1.054, -4.799, -2.334)  0.1528
H (1.931, -6.275, -0.493)  0.1496
H (2.806, -5.192, 1.583)  0.1434
H (2.730, -2.737, 1.777)  0.0976
O (-0.205, -0.267, 0.765)  -0.5479
As (-2.043, 0.289, 0.605)  1.4716
C (-1.937, 1.064, -1.110)  -0.3398
C (-1.345, 2.326, -1.236)  -0.1130
C (-1.255, 2.899, -2.494)  -0.0422
C (-1.756, 2.221, -3.604)  -0.0216
C (-2.323, 0.960, -3.472)  -0.0279
C (-2.413, 0.366, -2.220)  -0.0704
C (-2.301, 1.442, 2.051)  -0.3331
C (-2.578, 2.797, 1.831)  -0.0743
C (-2.921, 3.586, 2.916)  -0.0208
C (-2.983, 3.030, 4.189)  0.0043
C (-2.717, 1.678, 4.396)  -0.0232
C (-2.388, 0.868, 3.326)  -0.0740
C (-2.901, -1.385, 0.741)  -0.3456
C (-4.223, -1.457, 0.302)  -0.0762
C (-4.933, -2.628, 0.525)  -0.0182
C (-4.333, -3.691, 1.187)  -0.0070
C (-3.019, -3.598, 1.635)  -0.0369
C (-2.289, -2.440, 1.421)  -0.1046
H (-0.988, 2.870, -0.367)  0.1008
H (-0.838, 3.892, -2.604)  0.1273
H (-1.724, 2.691, -4.578)  0.1301
H (-2.716, 0.444, -4.338)  0.1315
H (-2.853, -0.619, -2.120)  0.1142
H (-2.572, 3.225, 0.837)  0.0970
H (-3.159, 4.630, 2.767)  0.1325
H (-3.262, 3.653, 5.029)  0.1363
H (-2.795, 1.256, 5.388)  0.1313
H (-2.227, -0.193, 3.478)  0.1122
H (-4.712, -0.619, -0.183)  0.1229
H (-5.959, -2.702, 0.191)  0.1343
H (-4.897, -4.596, 1.366)  0.1345
H (-2.571, -4.425, 2.169)  0.1247
H (-1.274, -2.360, 1.790)  0.0913


Record 2
C36H25MnN6O4S | wB97M-V/def2-TZVPD

multiplicity = 4
molecular weight = 692.64 u
energy above the lowest of the compared OMol25 structures with the same formula, charge and spin = 0.0 kJ/mol
⟨S²⟩ = 3.832
HOMO-LUMO gap (alpha / beta) = 6.4 / 6.4 eV
HOMO (alpha / beta) = -11.12 / -11.10 eV
total charge = +1
energy = -97018.5711 eV

Each line ends with the Löwdin charge.
CARTESIAN COORDINATES (ANGSTROEM)
Mn (0.126, 0.345, -0.679)  1.0224
N (5.658, -8.180, 0.314)  0.1792
C (5.058, -7.206, 0.227)  -0.1703
C (4.304, -5.986, 0.118)  -0.2138
C (4.306, -5.076, 1.172)  0.0012
C (3.576, -3.906, 1.068)  -0.0084
C (2.853, -3.631, -0.091)  -0.1826
C (2.865, -4.541, -1.145)  -0.0118
C (3.581, -5.721, -1.041)  -0.0008
C (2.082, -2.368, -0.205)  -0.0263
C (2.443, -1.472, -1.213)  -0.2331
C (3.556, -1.569, -2.073)  0.0161
C (3.588, -0.422, -2.843)  -0.0291
C (2.500, 0.352, -2.443)  -0.0829
N (1.810, -0.250, -1.459)  -0.0164
C (1.061, -2.134, 0.711)  -0.2187
C (0.639, -2.950, 1.782)  0.0204
C (-0.363, -2.272, 2.449)  -0.0240
C (-0.556, -1.069, 1.764)  -0.0779
N (0.288, -0.972, 0.723)  -0.0208
H (4.879, -5.288, 2.064)  0.1286
H (3.585, -3.191, 1.879)  0.1307
H (2.301, -4.333, -2.044)  0.1249
H (3.583, -6.436, -1.851)  0.1282
H (4.260, -2.384, -2.087)  0.1236
H (4.304, -0.157, -3.601)  0.1109
H (2.200, 1.309, -2.833)  0.1165
H (1.041, -3.919, 2.024)  0.1223
H (-0.904, -2.593, 3.323)  0.1106
H (-1.275, -0.295, 1.970)  0.0941
C (-3.740, 1.867, 5.921)  -0.0381
C (-3.499, 1.838, 4.440)  -0.2537
C (-2.213, 2.018, 3.926)  -0.0218
C (-1.986, 2.037, 2.563)  -0.0731
C (-3.059, 1.848, 1.697)  -0.2933
C (-4.346, 1.674, 2.180)  -0.0331
C (-4.554, 1.668, 3.551)  -0.0174
S (-2.790, 1.926, -0.035)  0.6720
O (-4.028, 1.715, -0.722)  -0.2617
O (-2.011, 3.096, -0.311)  -0.2418
N (-1.828, 0.599, -0.323)  -0.1317
C (-2.152, -0.340, -1.289)  -0.3273
C (-3.358, -0.844, -1.781)  0.0325
C (-3.270, -1.845, -2.724)  -0.0096
C (-2.035, -2.338, -3.172)  -0.0293
C (-0.887, -1.803, -2.647)  -0.0572
N (-0.986, -0.832, -1.731)  0.0150
H (-2.866, 1.526, 6.473)  0.0816
H (-4.589, 1.243, 6.197)  0.0830
H (-3.961, 2.886, 6.247)  0.0938
H (-1.383, 2.157, 4.608)  0.1217
H (-0.989, 2.208, 2.175)  0.1086
H (-5.167, 1.545, 1.490)  0.1168
H (-5.557, 1.531, 3.935)  0.1223
H (-4.301, -0.453, -1.440)  0.1144
H (-4.182, -2.262, -3.128)  0.1244
H (-1.978, -3.121, -3.912)  0.1160
H (0.111, -2.112, -2.928)  0.1260
O (-0.641, 2.524, -3.904)  0.1682
C (-0.169, 2.836, -2.856)  -0.3577
N (0.141, 1.943, -1.789)  0.0410
C (0.586, 2.636, -0.747)  -0.4098
O (0.799, 1.925, 0.290)  0.0025
C (0.718, 4.062, -1.042)  -0.0945
C (1.161, 5.142, -0.310)  0.0279
C (1.122, 6.384, -0.940)  -0.0387
C (0.652, 6.516, -2.242)  -0.0318
C (0.202, 5.414, -2.972)  0.0286
C (0.245, 4.190, -2.347)  -0.0770
H (1.519, 5.034, 0.704)  0.1283
H (1.459, 7.262, -0.408)  0.1148
H (0.633, 7.496, -2.698)  0.1158
H (-0.171, 5.515, -3.981)  0.1312


Record 3
C36H26Br2N6ORuTe | wB97M-V/def2-TZVPD

multiplicity = 2
molecular weight = 947.12 u
energy above the lowest of the compared OMol25 structures with the same formula, charge and spin = 14.2 kJ/mol
⟨S²⟩ = 0.760
HOMO-LUMO gap (alpha / beta) = 7.1 / 6.0 eV
HOMO (alpha / beta) = -10.46 / -10.41 eV
total charge = +1
energy = -198700.4936 eV

Each line ends with the Löwdin charge.
CARTESIAN COORDINATES (ANGSTROEM)
Ru (-0.759, 0.609, 0.064)  1.1231
C (-4.886, 1.891, -0.101)  -0.0426
C (-5.239, 1.872, -1.448)  -0.0354
C (-4.265, 1.604, -2.376)  0.0091
C (-2.949, 1.335, -1.976)  -0.3165
N (-2.635, 1.267, -0.664)  -0.0262
C (-3.591, 1.586, 0.235)  -0.1278
N (-2.043, 1.234, -3.014)  0.1775
C (-0.769, 1.184, -2.880)  -0.2800
N (-0.024, 0.969, -1.742)  -0.0522
C (1.307, 1.026, -2.044)  -0.2984
N (2.323, 0.777, -1.297)  0.1836
C (2.281, 0.278, -0.019)  -0.2881
C (3.552, 0.021, 0.532)  0.0123
C (3.685, -0.554, 1.765)  -0.0310
C (2.524, -0.881, 2.470)  -0.0363
C (1.317, -0.588, 1.900)  -0.1404
N (1.161, -0.004, 0.687)  0.0073
C (1.444, 1.337, -3.482)  -0.1019
C (2.560, 1.529, -4.271)  0.0064
C (2.342, 1.777, -5.622)  -0.0531
C (1.053, 1.824, -6.151)  -0.0538
C (-0.064, 1.633, -5.346)  0.0063
C (0.163, 1.387, -4.006)  -0.1005
H (-5.597, 2.138, 0.673)  0.1141
H (-6.251, 2.090, -1.760)  0.1190
H (-4.459, 1.621, -3.438)  0.1212
H (-3.278, 1.595, 1.266)  0.0997
H (4.404, 0.286, -0.076)  0.1210
H (4.663, -0.752, 2.181)  0.1186
H (2.555, -1.343, 3.446)  0.1156
H (0.406, -0.809, 2.434)  0.0909
H (3.555, 1.491, -3.849)  0.1194
H (3.187, 1.939, -6.278)  0.1101
H (0.923, 2.018, -7.208)  0.1100
H (-1.069, 1.676, -5.744)  0.1196
C (-3.013, -1.220, 2.251)  -0.0372
C (-2.088, -0.232, 2.897)  -0.3096
C (-2.022, -0.180, 4.307)  0.0055
C (-1.241, 0.747, 4.931)  0.0056
C (-0.540, 1.701, 4.162)  -0.1845
C (0.243, 2.758, 4.684)  -0.6177
Br (0.468, 2.944, 6.549)  0.8180
C (0.842, 3.658, 3.847)  -0.1464
C (0.686, 3.559, 2.454)  -0.6023
Br (1.506, 4.815, 1.332)  0.8404
C (-0.056, 2.541, 1.891)  -0.3951
O (-0.274, 2.429, 0.593)  -0.2135
C (-0.654, 1.595, 2.765)  -0.1603
N (-1.372, 0.594, 2.152)  0.0013
H (-3.932, -1.291, 2.833)  0.0987
H (-2.576, -2.218, 2.227)  0.0735
H (-3.277, -0.914, 1.241)  0.0290
H (-2.608, -0.887, 4.878)  0.1249
H (-1.180, 0.783, 6.010)  0.0916
H (1.437, 4.465, 4.252)  0.1042
C (-0.497, -3.184, 0.618)  -0.4016
Te (-1.371, -1.888, -0.836)  1.4434
C (0.365, -2.283, -2.013)  -0.3677
C (1.241, -3.199, -1.197)  -0.2788
C (2.471, -3.617, -1.701)  -0.0287
C (3.289, -4.447, -0.956)  -0.0649
C (2.880, -4.874, 0.305)  -0.0675
C (1.657, -4.466, 0.807)  -0.0370
C (0.833, -3.626, 0.061)  -0.2882
H (-1.167, -4.027, 0.786)  0.0674
H (-0.377, -2.644, 1.552)  0.0312
H (0.860, -1.339, -2.223)  0.0352
H (0.060, -2.730, -2.958)  0.0705
H (2.786, -3.285, -2.683)  0.1222
H (4.241, -4.768, -1.356)  0.1095
H (3.513, -5.529, 0.889)  0.1088
H (1.334, -4.805, 1.784)  0.1197